Record 1
Here is a cluster of 2 separate species, C16H17NO in total in a non-equilibrium geometry from the OMol25 dataset. Energies are from ωB97M-V/def2-TZVPD.

Each line ends with the Mulliken charge.
Element x y z (Å)
C1 2.151 3.729 -0.105  -1.36
C2 1.619 2.498 0.419  0.58
C3 2.181 1.247 0.515  -0.81
N1 1.195 0.412 1.193  0.00
C4 0.067 1.207 1.640  -0.21
C5 -1.007 0.980 2.379  -0.24
C6 -1.947 2.006 2.746  -0.69
C7 -1.777 3.316 2.069  -0.57
C8 -0.589 3.522 1.427  -0.47
C9 0.395 2.445 1.103  1.03
H1 2.948 3.373 -0.707  0.40
H2 2.495 4.245 0.852  0.26
H3 1.399 4.365 -0.697  0.31
H4 3.120 0.853 0.089  0.40
H5 1.202 -0.618 1.347  0.31
H6 -1.006 -0.073 2.782  0.28
H7 -2.899 1.976 3.310  0.31
H8 -2.563 4.048 2.274  0.35
H9 -0.444 4.536 0.950  0.17
C10 -2.394 -3.103 -3.368  -1.26
C11 -1.308 -2.671 -2.540  0.75
C12 -0.127 -3.538 -2.623  -0.66
C13 0.817 -3.341 -1.647  -0.65
C14 0.641 -2.420 -0.623  1.63
O1 1.677 -2.105 0.250  -0.58
C15 -0.470 -1.635 -0.489  -0.19
C16 -1.377 -1.836 -1.494  -0.67
H10 -2.643 -4.142 -3.428  0.36
H11 -2.265 -3.110 -4.552  0.29
H12 -3.419 -2.661 -3.037  0.29
H13 -0.048 -4.411 -3.335  0.28
H14 1.856 -4.014 -1.676  0.01
H15 2.347 -2.855 0.281  0.30
H16 -0.682 -0.872 0.246  0.00
H17 -2.438 -1.124 -1.498  0.03

Atomic forces in eV per Å
C -0.214 1.727 0.724
C -0.688 -1.892 0.634
C -2.478 -1.017 0.562
N -0.381 -0.163 1.063
C 5.878 0.712 -3.891
C -3.893 -1.608 3.793
C 0.827 0.977 -2.616
C 0.318 -2.917 2.251
C 1.669 0.609 -2.637
C -4.016 3.297 1.868
H 1.191 0.768 -0.805
H -0.062 0.196 -1.688
H 1.192 -0.959 0.938
H -0.849 0.091 0.463
H 0.693 1.564 -0.429
H -0.753 1.178 -0.053
H 0.991 -0.962 -0.145
H 0.613 0.067 -0.350
H 0.074 -1.143 0.598
C -4.113 0.608 -3.572
C 3.369 -3.861 -0.551
C -1.164 0.608 0.416
C 3.102 -2.376 -0.503
C 1.505 1.017 1.068
O 1.263 -2.265 0.030
C -0.170 -0.322 -0.710
C -5.308 3.846 -0.021
H 0.359 -1.161 1.288
H -0.047 1.360 2.158
H 1.786 -0.243 -0.986
H -0.121 1.389 0.691
H -2.827 1.907 0.230
H -1.271 1.349 -0.155
H 0.423 -0.267 0.075
H 3.102 -2.114 0.260

Values from the calculation:
calculated total energy	-749.756479	a.u.
F_max	7.08	eV Å⁻¹
SMILES	Cc1c[nH]c2ccccc12.Cc1ccc(O)cc1
relative energy (zero: lowest compared OMol25 entry of this formula, charge and spin)	90.2	kcal per mole
highest occupied orbital energy	-7.4979	eV
net charge	0
E_LUMO	0.60	eV

Record 2
Here is the ion C4H10NO2 with charge +1 in a non-equilibrium geometry from the OMol25 dataset. Energies are from ωB97M-V/def2-TZVPD.

Each line ends with the Mulliken charge.
Element x y z (Å)
C1 -2.561 -0.201 0.341  -0.16
C2 -0.911 0.194 -0.505  0.19
C3 1.300 -1.185 0.194  -0.83
C4 1.511 1.204 -0.240  -0.75
N1 0.633 0.201 0.309  -0.20
O1 -1.478 -0.974 -0.235  -0.36
O2 -1.803 0.968 0.164  -0.34
H1 -3.385 -0.170 -0.445  0.29
H2 -2.778 -0.642 1.390  0.26
H3 -0.583 0.535 -1.437  0.53
H4 1.454 -1.368 -0.943  0.38
H5 2.276 -1.119 0.687  0.37
H6 0.783 -2.021 0.676  0.29
H7 1.873 0.573 -1.073  0.35
H8 1.040 2.257 -0.531  0.28
H9 2.341 1.411 0.417  0.34
H10 0.286 0.337 1.231  0.34

Atomic forces in eV per Å
C -1.851 -2.191 -0.062
C 2.154 0.449 2.217
C 0.379 0.489 -1.410
C 0.046 1.546 -1.422
N -2.102 -2.084 -0.551
O -0.362 -1.206 -0.662
O 0.577 1.398 0.483
H 0.464 -0.274 1.714
H 0.000 1.415 -1.646
H 0.245 0.168 -1.818
H -0.324 0.116 2.043
H -0.107 0.168 -0.283
H -0.467 0.601 -0.271
H 0.400 1.635 -0.374
H 0.616 -2.620 0.512
H 0.233 -0.029 0.274
H 0.100 0.419 1.257

Values from the calculation:
calculated total energy	-363.295267	a.u.
F_max	3.12	eV Å⁻¹
relative energy (zero: lowest compared OMol25 entry of this formula, charge and spin)	88.1	kcal per mole
highest occupied orbital energy	-15.2171	eV
net charge	+1
E_LUMO	-2.85	eV

Record 3
Here is the molecule C4H6N2O in a non-equilibrium geometry from the OMol25 dataset. Energies are from ωB97M-V/def2-TZVPD.

Each line ends with the Mulliken charge.
Element x y z (Å)
C1 0.655 -2.224 0.053  -0.71
O1 0.081 -1.182 0.852  -0.44
C2 -0.111 -0.024 0.182  0.46
C3 0.045 0.316 -1.154  -1.06
N1 -0.415 1.727 -1.083  -0.17
C4 -0.672 2.123 0.117  -0.13
N2 -0.585 1.039 0.924  -0.01
H1 0.024 -2.439 -0.818  0.35
H2 0.719 -3.097 0.710  0.23
H3 1.654 -1.937 -0.300  0.32
H4 0.467 1.703 -1.779  0.54
H5 -0.992 3.102 0.437  0.41
H6 -0.878 0.989 1.894  0.22

Atomic forces in eV per Å
C -0.013 -0.021 0.029
O 0.091 0.059 -0.124
C 0.025 -0.175 -0.398
C -0.778 -0.158 1.277
N 2.752 -1.399 -3.647
C -0.381 -0.074 1.906
N -0.036 0.270 0.126
H 0.103 0.084 0.196
H -0.014 0.206 -0.174
H -0.232 -0.018 0.087
H -1.650 1.290 1.001
H 0.056 -0.089 0.028
H 0.077 0.024 -0.308

Values from the calculation:
calculated total energy	-340.624827	a.u.
F_max	4.78	eV Å⁻¹
relative energy (zero: lowest compared OMol25 entry of this formula, charge and spin)	106.7	kcal per mole
highest occupied orbital energy	-7.9998	eV
net charge	0
E_LUMO	0.77	eV

Record 4
Here is a cluster of 9 separate species, C12H42O15 in total in a non-equilibrium geometry from the OMol25 dataset. Energies are from ωB97M-V/def2-TZVPD.

Each line ends with the Mulliken charge.
Element x y z (Å)
O1 -32.553 17.778 20.393  -0.66
C1 -33.209 19.033 20.428  1.15
C2 -34.652 18.740 20.720  -0.85
O2 -34.778 18.107 21.986  -0.53
H1 -31.598 17.899 20.495  0.26
H2 -32.807 19.639 21.256  -0.74
H3 -33.068 19.628 19.515  0.12
H4 -35.073 18.101 19.934  0.35
H5 -35.227 19.664 20.774  0.32
H6 -34.263 17.295 21.917  0.34
O3 -29.563 21.384 16.719  -0.60
C3 -30.595 20.751 17.476  0.63
C4 -30.609 19.280 17.209  -0.59
O4 -29.449 18.708 17.830  -0.62
H7 -28.760 20.878 16.878  0.32
H8 -30.437 20.944 18.545  -0.33
H9 -31.540 21.219 17.211  0.35
H10 -30.572 19.151 16.119  0.47
H11 -31.523 18.768 17.526  0.24
H12 -29.063 18.037 17.262  0.28
O5 -32.617 22.579 18.756  -0.42
C5 -33.657 22.833 19.674  -0.11
C6 -33.942 24.294 19.933  -0.60
O6 -33.047 25.015 20.761  -0.54
H13 -31.871 23.139 19.001  0.30
H14 -34.605 22.438 19.293  0.35
H15 -33.473 22.280 20.609  0.03
H16 -34.941 24.416 20.361  0.39
H17 -34.028 24.801 18.955  0.25
H18 -32.150 24.674 20.660  0.36
O7 -31.652 21.342 24.605  -0.70
C7 -32.037 20.318 23.653  0.45
C8 -32.250 19.030 24.367  -0.36
O8 -33.374 19.136 25.219  -0.55
H19 -31.469 22.141 24.102  0.35
H20 -33.010 20.637 23.264  0.45
H21 -31.253 20.286 22.901  -0.28
H22 -31.355 18.710 24.918  0.27
H23 -32.405 18.272 23.584  0.17
H24 -33.865 18.311 25.194  0.34
O9 -29.866 18.554 20.620  0.09
C9 -28.883 17.614 21.080  -0.61
C10 -28.967 16.295 20.396  -0.43
O10 -30.191 15.692 20.797  -0.52
H25 -29.623 18.809 19.712  0.11
H26 -27.899 18.079 20.997  0.42
H27 -29.104 17.499 22.140  0.21
H28 -28.092 15.688 20.656  0.46
H29 -28.967 16.431 19.307  0.15
H30 -30.271 14.830 20.382  0.29
O11 -26.837 21.091 25.406  -0.56
C11 -27.632 21.086 24.250  -0.41
C12 -28.320 19.777 24.041  0.24
O12 -27.322 18.773 23.775  -0.57
H31 -26.404 20.229 25.431  0.32
H32 -28.378 21.878 24.306  0.27
H33 -27.002 21.297 23.369  0.16
H34 -29.037 19.809 23.214  -0.20
H35 -28.887 19.512 24.938  0.35
H36 -27.465 18.017 24.350  0.32
O13 -30.384 23.917 20.085  -0.69
H37 -29.497 24.044 19.739  0.28
H38 -30.467 22.961 20.249  0.53
O14 -27.438 21.683 20.648  -0.54
H39 -26.888 21.763 19.863  0.27
H40 -26.863 21.309 21.324  0.25
O15 -30.296 21.288 20.931  -0.53
H41 -29.363 21.527 21.035  0.21
H42 -30.269 20.332 20.785  0.10

Atomic forces in eV per Å
O -0.147 -0.168 -0.304
C 0.499 0.285 0.412
C -0.241 0.080 0.084
O -0.076 -0.095 -0.065
H 0.035 -0.003 0.051
H -0.108 -0.055 -0.155
H -0.144 -0.215 -0.103
H 0.008 0.081 -0.030
H -0.035 0.023 -0.041
H 0.077 0.002 0.035
O -0.068 -0.057 0.047
C 0.135 0.374 0.257
C -0.396 -0.261 -0.791
O 0.219 0.045 -0.024
H 0.077 0.039 0.015
H -0.123 -0.080 -0.104
H 0.042 -0.057 -0.106
H 0.200 -0.076 0.108
H 0.092 0.145 0.419
H -0.076 -0.057 0.026
O -0.279 0.062 -0.186
C -0.546 -0.161 0.718
C -0.277 0.789 -0.519
O -0.025 -0.378 0.182
H 0.134 0.114 -0.140
H 0.297 -0.182 -0.360
H 0.064 0.241 0.055
H 0.124 -0.248 0.279
H 0.222 -0.185 0.049
H 0.102 0.142 -0.138
O 0.241 -0.423 -0.050
C -0.111 1.559 0.922
C 0.140 -0.800 -0.364
O 0.045 -0.031 0.132
H -0.077 0.029 0.017
H 0.139 -0.250 -0.481
H -0.224 -0.406 -0.300
H -0.045 0.249 0.123
H -0.123 0.053 0.104
H -0.010 0.030 -0.048
O 0.088 -0.011 -0.290
C -0.090 0.965 0.565
C -0.300 -0.413 -0.476
O 0.243 -0.044 0.094
H -0.028 -0.378 -0.184
H 0.120 -0.228 -0.049
H 0.129 -0.162 0.019
H -0.057 -0.011 0.128
H 0.101 0.058 0.045
H -0.055 0.006 -0.033
O -0.005 -0.078 0.248
C 0.061 0.304 -0.629
C -0.329 -0.724 0.153
O 0.031 0.125 0.096
H 0.136 0.083 0.027
H 0.038 0.071 0.225
H -0.068 0.008 0.072
H 0.146 0.139 -0.086
H 0.023 0.092 0.002
H -0.059 0.022 -0.045
O -0.226 -0.100 -0.070
H 0.011 0.085 -0.059
H 0.152 -0.116 0.214
O 0.003 -0.040 0.039
H -0.022 0.022 -0.069
H 0.027 0.011 0.045
O 0.124 0.422 0.141
H 0.111 -0.139 -0.032
H -0.065 -0.125 0.186

Values from the calculation:
calculated total energy	-1610.917398	a.u.
F_max	1.81	eV Å⁻¹
SMILES	OCCO.OCCO.OCCO.OCCO.OCCO.OCCO.O.O.O
relative energy (zero: lowest compared OMol25 entry of this formula, charge and spin)	6.3	kcal per mole
highest occupied orbital energy	-9.6999	eV
net charge	0
E_LUMO	-0.26	eV

Question: What is the E_LUMO in the fourth record?
Answer: -0.26 eV

Question: What is the formula in the fourth record?
Answer: C12H42O15

Question: Among the records above, which one has the highest E_LUMO?
Answer: C4H6N2O